ORCA calculation (ωB97M-V/def2-TZVPD) on one molecule with the formula C3H5ClS.

Its orbital gap is 9.3957 eV. The SMILES is C=C(Cl)CS. The total energy comes out at -975.5430 Ha. The spin multiplicity is 1. For the LUMO energy, the calculation gives 0.3609 eV.

Each line ends with the natural charge from an NBO analysis.
Geometry (Å):
C: 0.348 0.076 0.809  -0.475
C: -0.530 -0.580 -0.105  -0.207
C: 0.042 -1.835 -0.298  -0.368
H: 1.257 2.320 -0.182  0.156
H: 0.925 -0.618 1.436  0.228
H: -0.023 0.696 1.714  0.246
H: -0.446 -2.904 -0.782  0.212
H: 1.079 -2.302 0.210  0.229
S: 1.981 0.941 0.012  -0.146
Cl: -1.980 0.105 -0.296  0.124